<P>
81
Properties=species:S:1:pos:R:3:lowdin_charge:R:1 method="wB97M-V/def2-TZVPD" charge=0 smiles=CCO.CCO.CCO.CCO.CCO.CCO.CCO.CCO.CCO e_lumo_ev=0.36
C 0.288 0.425 -0.648 -0.06
C 0.666 0.087 0.778 -0.29
O -0.500 -0.251 1.520 -0.11
H 1.210 0.402 -1.237 0.05
H -0.095 1.445 -0.714 0.08
H -0.364 -0.325 -1.096 0.07
H 1.190 0.902 1.294 0.10
H 1.400 -0.731 0.776 0.09
H -0.265 -0.090 2.464 0.05
C 1.354 -2.997 -2.405 -0.08
C 0.729 -3.492 -1.108 -0.30
O -0.607 -3.931 -1.317 -0.10
H 2.341 -2.549 -2.262 0.06
H 0.754 -2.244 -2.923 0.06
H 1.494 -3.806 -3.127 0.07
H 0.666 -2.677 -0.374 0.09
H 1.275 -4.316 -0.653 0.11
H -1.098 -3.254 -1.818 0.03
C 4.188 -1.269 2.147 -0.09
C 4.820 -0.705 0.897 -0.32
O 3.967 -1.005 -0.197 -0.10
H 3.906 -2.310 1.997 0.08
H 3.269 -0.731 2.388 0.05
H 4.859 -1.182 3.005 0.08
H 5.794 -1.166 0.672 0.11
H 5.027 0.371 0.986 0.10
H 3.961 -0.286 -0.851 0.04
C -0.987 2.167 3.844 -0.07
C -0.571 1.131 4.846 -0.28
O 0.079 0.035 4.170 -0.09
H -1.431 3.033 4.331 0.08
H -1.673 1.743 3.108 0.07
H -0.132 2.510 3.254 0.07
H -1.423 0.777 5.436 0.12
H 0.159 1.544 5.554 0.11
H 0.256 -0.633 4.840 0.11
C 3.198 2.187 2.964 -0.09
C 3.063 3.440 3.800 -0.33
O 4.176 4.295 3.521 -0.09
H 3.114 2.442 1.912 0.08
H 2.430 1.471 3.262 0.05
H 4.138 1.708 3.239 0.08
H 2.986 3.286 4.885 0.11
H 2.148 4.007 3.569 0.10
H 4.093 5.099 4.039 0.08
C -5.182 -0.221 1.175 -0.09
C -3.682 -0.079 1.342 -0.35
O -2.992 -1.187 0.820 -0.08
H -5.684 0.677 1.542 0.07
H -5.603 -1.074 1.704 0.08
H -5.443 -0.282 0.115 0.05
H -3.493 0.003 2.423 0.10
H -3.329 0.854 0.886 0.10
H -2.035 -1.025 0.933 0.05
C -4.562 -2.763 -3.476 -0.08
C -3.729 -2.670 -2.192 -0.28
O -2.432 -2.205 -2.550 -0.11
H -4.605 -1.781 -3.941 0.06
H -5.559 -3.139 -3.218 0.07
H -4.185 -3.517 -4.168 0.07
H -3.652 -3.638 -1.701 0.12
H -4.196 -1.975 -1.492 0.08
H -2.416 -1.260 -2.771 0.05
C -4.356 1.040 -2.523 -0.07
C -2.937 1.572 -2.535 -0.28
O -2.071 0.603 -3.152 -0.10
H -4.512 0.222 -1.821 0.05
H -4.700 0.771 -3.520 0.08
H -5.011 1.851 -2.185 0.08
H -2.539 1.848 -1.555 0.10
H -2.955 2.460 -3.180 0.11
H -1.299 1.094 -3.446 0.09
C 2.646 0.397 -3.916 -0.07
C 3.609 1.440 -3.339 -0.30
O 3.767 1.207 -1.949 -0.09
H 1.670 0.528 -3.452 0.05
H 3.016 -0.594 -3.657 0.07
H 2.586 0.573 -4.988 0.08
H 3.107 2.401 -3.512 0.11
H 4.558 1.428 -3.881 0.11
H 4.346 1.886 -1.586 0.10


<Q>
81
Properties=species:S:1:pos:R:3:lowdin_charge:R:1 method="wB97M-V/def2-TZVPD" charge=0 smiles=CCO.CCO.CCO.CCO.CCO.CCO.CCO.CCO.CCO e_lumo_ev=0.58
C -5.813 1.777 0.606 -0.07
C -4.340 2.175 0.374 -0.35
O -3.649 1.180 -0.303 -0.08
H -6.234 2.289 1.489 0.08
H -5.784 0.739 0.933 0.07
H -6.372 2.044 -0.263 0.06
H -3.812 2.447 1.290 0.09
H -4.362 3.145 -0.168 0.12
H -2.971 1.552 -0.884 0.04
C 0.302 3.843 -2.672 -0.05
C -0.992 3.692 -1.865 -0.33
O -1.293 2.443 -1.393 -0.12
H 0.466 4.767 -3.143 0.06
H 0.294 3.006 -3.431 0.10
H 1.140 3.598 -2.079 0.03
H -1.836 3.953 -2.542 0.12
H -1.051 4.417 -1.008 0.13
H -0.558 2.079 -0.839 0.10
C 3.879 -2.472 -1.565 -0.07
C 3.403 -1.136 -0.994 -0.34
O 2.207 -1.247 -0.272 -0.10
H 4.009 -3.220 -0.793 0.04
H 4.850 -2.388 -2.060 0.08
H 3.094 -2.748 -2.275 0.08
H 3.251 -0.387 -1.750 0.10
H 4.137 -0.721 -0.349 0.09
H 1.503 -1.670 -0.859 0.09
C 4.328 3.294 -0.660 -0.09
C 3.170 2.760 0.137 -0.31
O 2.377 3.945 0.389 -0.10
H 4.618 4.281 -0.359 0.07
H 3.975 3.321 -1.727 0.09
H 5.146 2.613 -0.646 0.06
H 3.534 2.495 1.154 0.12
H 2.664 1.948 -0.391 0.09
H 1.548 3.678 0.808 0.05
C 5.309 -5.030 1.409 -0.08
C 5.295 -3.463 1.695 -0.33
O 6.257 -3.111 2.671 -0.09
H 4.843 -5.601 2.229 0.07
H 6.384 -5.401 1.123 0.11
H 4.719 -5.116 0.516 0.03
H 4.268 -3.143 1.922 0.11
H 5.553 -2.975 0.735 0.09
H 6.007 -2.227 2.996 0.09
C -1.043 -4.072 -0.679 -0.08
C -1.538 -2.805 -1.370 -0.30
O -0.679 -1.661 -1.184 -0.10
H -0.021 -4.379 -0.777 0.06
H -1.730 -4.844 -1.026 0.07
H -1.160 -4.055 0.438 0.08
H -2.535 -2.528 -1.036 0.10
H -1.690 -2.963 -2.459 0.11
H -0.970 -0.996 -1.823 0.04
C -4.216 0.528 -3.684 -0.08
C -3.098 -0.332 -3.127 -0.35
O -1.822 0.232 -3.118 -0.08
H -4.149 1.526 -3.321 0.06
H -5.226 0.159 -3.425 0.09
H -4.187 0.552 -4.783 0.08
H -3.007 -1.269 -3.725 0.13
H -3.492 -0.528 -2.102 0.10
H -1.763 1.111 -2.744 0.05
C -2.640 -1.864 3.044 -0.09
C -1.571 -1.916 4.070 -0.37
O -1.648 -1.143 5.228 -0.05
H -2.318 -2.485 2.228 0.06
H -2.868 -0.862 2.706 0.07
H -3.595 -2.291 3.452 0.09
H -0.619 -1.595 3.592 0.11
H -1.485 -2.986 4.307 0.11
H -2.489 -1.264 5.633 0.07
C -0.808 2.695 2.416 -0.05
C 0.101 1.473 2.170 -0.25
O 0.436 1.425 0.768 -0.11
H -1.463 2.741 1.577 0.04
H -0.278 3.649 2.401 0.07
H -1.332 2.671 3.406 0.10
H -0.430 0.569 2.395 0.09
H 1.013 1.506 2.767 0.12
H 0.855 0.572 0.605 0.07


Energies relative to the most stable structure are <P> 0.0; <Q> 107.6, reported in kJ/mol.


<P>
8
Properties=species:S:1:pos:R:3:lowdin_charge:R:1 method="wB97M-V/def2-TZVPD" charge=0 e_lumo_ev="0.29 / 0.29"
C -1.411 -0.367 -0.103 -0.78
C 0.741 0.423 0.278 -0.21
O -1.610 -1.561 -0.218 -0.03
O 1.401 0.189 -0.934 0.04
F 1.016 -0.407 1.295 0.04
Cl -2.481 0.893 -0.269 0.69
H 0.261 1.327 0.664 0.12
H 2.081 -0.497 -0.714 0.14


<Q>
8
Properties=species:S:1:pos:R:3:lowdin_charge:R:1 method="wB97M-V/def2-TZVPD" charge=0 smiles="O=C[C@@](O)(F)Cl" e_lumo_ev=-0.04
O 1.201 -1.541 -0.038 0.11
C 0.715 -0.700 -0.728 -0.20
C -0.277 0.296 -0.008 -0.79
O 0.238 0.505 1.220 0.00
F -0.617 1.499 -0.684 -0.04
Cl -1.936 -0.606 -0.039 0.59
H 1.107 -0.384 -1.657 0.12
H -0.432 0.931 1.935 0.21


Energies relative to the most stable structure are <P> 192.1; <Q> 0.0, reported in kJ/mol.


<P>
17
Properties=species:S:1:pos:R:3:lowdin_charge:R:1 method="wB97M-V/def2-TZVPD" charge=0 smiles=CNC.CSS e_lumo_ev=0.61
C 0.365 -0.637 2.702 -0.13
N 0.132 0.087 1.401 -0.19
C -1.281 0.054 1.041 -0.18
H 1.451 -0.683 2.821 0.07
H -0.335 -1.467 2.691 0.07
H 0.101 0.007 3.556 0.07
H 0.394 1.031 1.668 0.08
H -1.485 -0.904 0.557 0.07
H -2.008 0.084 1.886 0.08
H -1.538 0.935 0.456 0.07
C 0.135 -0.666 -2.524 -0.49
S 1.489 0.322 -1.782 0.36
S 0.887 2.150 -2.615 0.29
H -0.252 -0.157 -3.407 0.01
H 0.661 -1.428 -3.105 0.01
H -0.586 -1.081 -1.836 0.01
H 1.870 2.351 -3.510 -0.21


<Q>
17
Properties=species:S:1:pos:R:3:lowdin_charge:R:1 method="wB97M-V/def2-TZVPD" charge=0 smiles=CNC.CSS e_lumo_ev=0.57
C -2.794 -1.145 1.998 -0.13
N -1.660 -0.756 1.134 -0.21
C -0.855 -1.877 0.667 -0.16
H -3.270 -0.201 2.289 0.07
H -2.438 -1.432 2.990 0.07
H -3.352 -1.846 1.390 0.07
H -1.806 -0.114 0.369 0.06
H -0.720 -2.574 1.526 0.09
H -1.341 -2.456 -0.118 0.07
H 0.125 -1.551 0.358 0.02
C 1.871 0.630 0.973 -0.42
S 0.673 1.257 -0.284 0.33
S 1.168 0.452 -2.136 0.29
H 2.920 0.570 0.591 0.05
H 1.821 1.110 1.939 0.04
H 1.538 -0.404 1.016 -0.02
H 0.273 1.242 -2.718 -0.21


Energies relative to the most stable structure are <P> 0.0; <Q> 10.8, reported in kJ/mol.


<P>
5
Properties=species:S:1:pos:R:3:lowdin_charge:R:1 method="wB97M-V/def2-TZVPD" charge=0 smiles=N#[N+][O-].Cl e_lumo_ev=0.57
N -4.000 1.027 -0.165 0.22
N -3.607 0.018 0.064 -0.34
O -3.250 -1.016 0.398 0.09
Cl 0.178 -1.259 0.181 0.17
H 0.050 -0.292 1.179 -0.15


<Q>
5
Properties=species:S:1:pos:R:3:lowdin_charge:R:1 method="wB97M-V/def2-TZVPD" charge=0 smiles=N#[N+][O-].Cl e_lumo_ev=1.04
N -0.236 -0.826 -0.770 0.12
N -1.204 -0.428 -0.390 -0.31
O -2.212 0.038 0.006 0.08
Cl 1.729 0.673 -0.001 0.44
H 1.924 0.543 1.155 -0.32


Energies relative to the most stable structure are <P> 0.0; <Q> 24.5, reported in kJ/mol.


<P>
17
Properties=species:S:1:pos:R:3:lowdin_charge:R:1 method="wB97M-V/def2-TZVPD" charge=0 smiles=CN(C)[C@@](C)(O)Cl e_lumo_ev=0.74
C 0.768 0.055 1.573 -0.07
N 0.372 -0.124 0.179 -0.22
C 0.548 1.126 -0.587 -0.07
C -0.793 -0.723 -0.106 -0.71
C -1.212 -0.724 -1.546 -0.04
O -1.067 -1.883 0.527 0.03
Cl -2.230 0.643 0.887 0.24
H 1.627 0.700 1.582 0.07
H -0.179 0.462 2.160 0.09
H 1.167 -0.809 2.048 0.07
H 0.749 0.994 -1.684 0.10
H -0.385 1.691 -0.378 0.06
H 1.496 1.468 -0.094 0.09
H -1.266 0.329 -1.778 0.05
H -2.185 -1.179 -1.544 0.09
H -0.356 -1.225 -2.101 0.13
H -1.511 -1.839 1.360 0.09


<Q>
17
Properties=species:S:1:pos:R:3:lowdin_charge:R:1 method="wB97M-V/def2-TZVPD" charge=0 e_lumo_ev="-0.15 / 0.69"
C -0.932 -1.386 -0.480 -0.15
C -1.765 0.408 1.016 -0.15
C -1.430 -0.054 -0.332 -0.22
C 1.657 1.442 -0.379 -0.72
N 2.622 0.567 0.086 0.05
O 1.995 1.750 -1.720 -0.05
Cl 1.597 2.842 0.794 0.53
H 0.139 -1.262 -0.795 0.08
H -1.335 -1.915 -1.321 0.06
H -1.041 -2.022 0.377 0.07
H -0.969 0.407 1.742 0.07
H -2.193 1.370 1.015 0.06
H -2.461 -0.288 1.434 0.07
H -1.064 0.827 -0.952 0.10
H 2.542 0.157 1.013 0.10
H 3.030 0.083 -0.615 0.04
H 2.577 2.476 -1.649 0.05


Energies relative to the most stable structure are <P> 0.0; <Q> 303.6, reported in kJ/mol.